Entry from OMol25: a gas-phase ion, C11H18N3O (charge +1) at a distorted geometry (wB97M-V/def2-TZVPD).

CARTESIAN COORDINATES (ANGSTROEM)
C: -2.59492 1.62277 -1.63422
C: -1.15166 1.23607 -1.25018
C: -0.92190 -0.01762 -0.31099
C: 0.48343 -0.28450 0.02027
C: 1.14110 -1.36381 -0.42745
C: 2.56725 -1.60235 -0.41161
C: 3.30258 -0.53668 0.41619
C: 2.71461 0.84832 0.26402
C: 1.24807 0.86164 0.75299
C: -1.62537 0.02343 1.26619
N: -1.41416 0.98422 2.14267
N: -2.15671 -1.14332 1.34261
N: -2.27952 -1.82723 0.18262
C: -1.66340 -1.20578 -0.91732
O: -1.83589 -1.53441 -2.05043
H: -2.99778 0.72630 -1.92485
H: -2.52569 2.18632 -2.63360
H: -3.10613 1.97776 -0.78087
H: -0.56652 2.04456 -0.88406
H: -0.63409 0.87198 -2.19009
H: 0.51722 -2.10719 -0.92562
H: 2.86064 -2.48366 0.13961
H: 2.94415 -1.62559 -1.42334
H: 3.32546 -0.85889 1.47932
H: 4.27834 -0.69185 0.08093
H: 2.77432 1.15524 -0.81011
H: 3.11356 1.70862 0.90011
H: 0.84089 1.84834 0.50049
H: 1.15959 0.68373 1.83148
H: -0.95925 1.77973 1.77541
H: -1.35653 0.91903 3.18155
H: -2.55531 -1.51570 2.20860
H: -2.92637 -2.67947 0.08968

Atoms 1-6, force components in eV/Å:
2.90 0.61 -1.33
0.64 -1.64 -0.91
-2.48 1.53 1.07
2.04 0.91 0.34
-2.44 -0.14 -0.35
0.85 0.95 1.57

The frontier orbital gap is 9.5 eV. As for the largest force on an atom: 4.12 eV Å⁻¹. Its total charge is +1. As for the structure (SMILES): CC[C@@]1(C2=CCCCC2)C(=[NH2+])NNC1=O. As for the energy relative to the best compared isomer or geometry (same formula, charge and spin): 17.8 kcal/mol. The lowest unoccupied orbital energy comes out at -0.1189 Eh. Its HOMO energy is -12.75 eV. The calculation puts the energy at -18208.299 eV.